(1)
Formula: C5H13N
Source: the OMol25 dataset
Level of theory: ωB97M-V/def2-TZVPD

Atoms and positions in Å:
C 0.55891 -1.01637 0.61806
C -0.18090 -1.53690 -0.50717
C -0.04887 -0.72024 -1.77733
C -0.76863 -0.30814 0.76916
C -0.56561 0.85853 2.03046
N 1.11509 1.53657 -1.17459
H 1.31914 -0.34106 0.24764
H 1.02045 -1.67281 1.35490
H -1.04302 -2.23471 -0.48669
H 0.69947 -1.08664 -2.52825
H -1.02440 -0.66209 -2.25676
H 0.40312 0.38326 -1.51997
H -1.62892 -0.89337 1.12486
H -1.08462 0.40486 -0.04833
H -0.29975 0.29370 2.90488
H 0.20544 1.56418 1.67377
H -1.56539 1.32343 2.15455
H 0.71830 2.48695 -1.21336
H 2.17019 1.62085 -1.36582

The HOMO energy comes out at -6.621 eV. The relative energy (zero: lowest compared OMol25 entry of this formula, charge and spin) is 152.0 kcal/mol. The gap between HOMO and LUMO comes out at 6.09 eV. The charge is 0. The calculation puts the LUMO energy at -0.53 eV. For the total energy, the calculation gives -6879.6072 eV. The value obtained for the strongest force on any atom is 5.7 eV/A.

=====

(2)
Formula: C5H13N
Source: the OMol25 dataset
Level of theory: ωB97M-V/def2-TZVPD

Atoms and positions in Å:
C 2.05151 -0.73852 -0.53353
C 1.06996 0.16186 0.35499
C 0.06440 1.00968 -0.49948
C -1.44392 0.85749 -0.10896
C -2.10216 -0.48364 -0.45769
N 0.37123 -0.56377 1.39204
H 1.42592 -1.52087 -0.97130
H 2.58593 -0.26483 -1.35623
H 2.74854 -1.29288 0.10203
H 1.80158 0.87545 0.76961
H 0.30575 2.06526 -0.39473
H 0.06270 0.79031 -1.57144
H -1.52092 0.97576 0.97351
H -2.01709 1.67335 -0.55326
H -3.15099 -0.34920 -0.16623
H -2.16251 -0.76133 -1.51295
H -1.79052 -1.38904 0.07254
H 1.01470 -0.92284 2.08675
H 0.25952 -0.97217 0.31041

The HOMO energy comes out at -9.206 eV. The relative energy (zero: lowest compared OMol25 entry of this formula, charge and spin) is 71.9 kcal/mol. The gap between HOMO and LUMO comes out at 10.28 eV. The charge is 0. The calculation puts the LUMO energy at 1.08 eV. For the total energy, the calculation gives -6883.0793 eV. The value obtained for the strongest force on any atom is 5.8 eV/A.

=====

(3)
Formula: C5H13N
Source: the OMol25 dataset
Level of theory: ωB97M-V/def2-TZVPD

Atoms and positions in Å:
C -0.08032 -1.02315 0.44375
C -0.93972 0.07678 0.00890
C -1.10511 0.36009 -1.54024
C 0.28588 0.73512 0.66818
C 0.23302 0.98295 2.20613
N 1.15944 -1.71871 -1.66758
H 0.63714 -1.42639 -0.33770
H -0.42453 -1.58086 1.32304
H -1.97418 0.34792 0.45286
H -0.26527 1.06800 -1.84301
H -1.01340 -0.60019 -2.15749
H -2.15887 0.66012 -1.66954
H 0.29950 1.74834 0.39190
H 1.25862 0.53331 0.20020
H -0.59248 1.70890 2.47984
H 0.17671 0.01797 2.68660
H 1.20007 1.67229 2.46310
H 2.03254 -1.13803 -1.75312
H 1.27096 -2.42445 -2.35582

The HOMO energy comes out at -6.316 eV. The relative energy (zero: lowest compared OMol25 entry of this formula, charge and spin) is 169.8 kcal/mol. The gap between HOMO and LUMO comes out at 5.92 eV. The charge is 0. The calculation puts the LUMO energy at -0.40 eV. For the total energy, the calculation gives -6878.8341 eV. The value obtained for the strongest force on any atom is 3.4 eV/A.

=====

(4)
Formula: C5H13N
Source: the OMol25 dataset
Level of theory: ωB97M-V/def2-TZVPD

Atoms and positions in Å:
C -1.06452 -1.90160 0.12710
C -0.60090 -1.06997 1.34466
C -0.61300 0.47263 1.20639
C 0.54205 1.01868 0.32996
N 0.94515 0.24939 -0.85141
C 1.41328 1.08524 -1.95153
H -2.14443 -1.82094 0.07579
H -0.88856 -2.95154 0.32598
H -0.53866 -1.55449 -0.74473
H -1.08930 -1.34690 2.28230
H 0.46679 -1.26821 1.49855
H -1.60210 0.89422 0.94359
H -0.44135 0.95411 2.17395
H 0.34261 2.08096 0.13415
H 1.36177 1.02742 1.06281
H -0.76986 0.34081 -1.13266
H 1.14023 0.57274 -2.87315
H 1.02803 2.09377 -2.09336
H 2.51278 1.12369 -1.85839

The HOMO energy comes out at -9.287 eV. The relative energy (zero: lowest compared OMol25 entry of this formula, charge and spin) is 103.5 kcal/mol. The gap between HOMO and LUMO comes out at 9.23 eV. The charge is 0. The calculation puts the LUMO energy at -0.06 eV. For the total energy, the calculation gives -6881.7091 eV. The value obtained for the strongest force on any atom is 6.2 eV/A.